Entry 1:
62
Properties=species:S:1:pos:R:3:forces:R:3:lowdin_charge:R:1 method="wB97M-V/def2-TZVPD" multiplicity=7 e_tot_ev=-67491.5572 max_force_ev_per_a=1.34 homo_ev="-14.442 / -14.448" gap_ev="8.051 / 8.119" total_charge=+2
Tb 0.1606 -0.3673 -0.2724 -0.204 -0.968 0.903 1.8148
C -4.2009 -1.2014 0.8260 -0.084 0.032 -0.205 -0.0028
O -3.4110 -1.4702 2.0244 0.051 -0.003 0.166 0.0896
C -2.1675 -1.5902 1.6366 -0.036 0.078 -0.200 -0.3200
N -1.9111 -1.5753 0.3777 0.144 0.103 0.014 0.0293
C -3.1860 -1.3404 -0.3288 -0.012 0.061 0.020 -0.2017
C -2.9127 -0.1669 -1.2508 -0.003 -0.098 -0.040 -0.1929
C -3.5751 1.0449 -1.2186 0.031 0.004 0.035 -0.0055
C -3.1883 2.0702 -2.0799 0.009 0.010 -0.013 -0.0288
C -2.1376 1.8990 -2.9656 0.025 0.037 0.019 -0.0493
C -1.4711 0.6803 -3.0185 -0.128 -0.117 -0.070 -0.0675
C -1.8559 -0.3477 -2.1645 -0.393 0.045 -0.339 -0.1538
C -1.0636 -1.6991 2.6119 -0.011 -0.015 0.127 -0.1518
C -1.1940 -2.0008 3.9568 -0.015 -0.020 -0.046 0.0699
C -0.0302 -2.1265 4.7053 -0.023 -0.002 -0.003 0.0268
C 1.2087 -1.9543 4.0980 0.041 -0.009 -0.010 0.0647
C 1.2272 -1.6268 2.7539 0.002 -0.071 0.060 -0.1476
N 0.1162 -1.4979 2.0335 0.000 0.187 -0.078 0.0727
C 2.4299 -1.4090 1.9198 0.030 0.002 -0.227 -0.2998
N 2.3325 -0.8040 0.7930 -0.318 -0.012 -0.288 0.0202
C 3.6477 -0.8399 0.1419 0.045 -0.024 0.005 -0.2125
C 4.4989 -1.6680 1.1405 0.085 0.042 -0.164 -0.0033
O 3.5934 -1.9016 2.2657 -0.039 0.015 0.189 0.0878
C 3.5678 -1.3855 -1.2698 -0.072 0.098 0.054 -0.1765
C 4.7385 -1.4599 -2.0163 -0.012 0.022 -0.007 -0.0129
C 4.7176 -1.8935 -3.3328 0.010 0.003 0.025 -0.0314
C 3.5180 -2.2461 -3.9358 0.001 0.014 -0.008 -0.0470
C 2.3434 -2.1797 -3.2069 -0.072 -0.007 -0.007 -0.0562
C 2.3725 -1.7533 -1.8849 0.179 -0.112 -0.042 -0.0898
H -4.6267 -0.2081 0.9400 0.052 0.006 0.059 0.1269
H -4.9965 -1.9386 0.7833 0.012 -0.008 0.024 0.1445
H -3.4215 -2.2126 -0.9423 0.017 -0.036 0.041 0.1641
H -4.4007 1.2092 -0.5397 0.007 0.011 -0.002 0.1202
H -3.7275 3.0087 -2.0641 -0.005 -0.002 0.007 0.1242
H -1.8541 2.6982 -3.6367 -0.003 0.002 0.003 0.1260
H -0.6865 0.5238 -3.7471 0.024 -0.002 0.024 0.1272
H -1.4647 -1.3577 -2.3223 0.067 0.056 0.061 0.1223
H -2.1730 -2.1438 4.3921 0.008 0.006 0.019 0.1422
H -0.0882 -2.3693 5.7575 0.007 0.001 0.001 0.1352
H 2.1310 -2.0644 4.6514 0.003 -0.009 -0.009 0.1411
H 4.0219 0.1844 0.0763 0.018 -0.007 0.032 0.1660
H 5.3689 -1.1418 1.5211 -0.031 0.014 0.032 0.1425
H 4.7948 -2.6390 0.7489 -0.042 -0.019 0.032 0.1446
H 5.6790 -1.1645 -1.5653 0.010 -0.002 -0.018 0.1315
H 5.6425 -1.9502 -3.8905 -0.006 0.004 -0.010 0.1225
H 3.4995 -2.5777 -4.9644 0.009 -0.006 0.001 0.1203
H 1.4066 -2.4748 -3.6623 0.008 -0.016 0.003 0.1149
H 1.4360 -1.8168 -1.3299 0.500 -0.524 -0.212 0.0247
C -2.2881 4.5346 1.7969 -0.070 0.079 0.034 0.0190
N -1.4159 3.7219 0.9423 0.059 -0.008 -0.039 -0.0248
C -0.6853 4.3067 -0.0406 0.002 -0.014 0.013 -0.0043
C 0.1283 3.6212 -0.8823 0.075 -0.028 -0.067 0.0359
C 0.2117 2.2241 -0.6721 -0.083 0.466 0.179 -0.5056
O 0.9125 1.3944 -1.3590 0.264 0.415 -0.090 -0.1658
N -0.5020 1.6584 0.3319 0.002 0.496 -0.009 0.0094
C -1.3762 2.3423 1.1373 -0.188 -0.168 -0.001 -0.4935
O -2.0765 1.7660 1.9477 0.024 0.034 0.012 0.0772
H -1.7241 5.3674 2.2110 0.029 -0.018 -0.012 0.1054
H -2.6562 3.9068 2.6001 0.012 -0.005 0.002 0.0933
H -3.1316 4.9173 1.2243 0.004 -0.029 -0.015 0.1051
H -0.7990 5.3803 -0.1210 -0.012 0.002 0.025 0.1513
H 0.6937 4.1049 -1.6622 -0.003 0.017 0.013 0.1316

***

Entry 2:
106
Properties=species:S:1:pos:R:3:forces:R:3:lowdin_charge:R:1 method="wB97M-V/def2-TZVPD" multiplicity=4 e_tot_ev=-453499.9803 max_force_ev_per_a=8.60 homo_ev="-13.920 / -13.920" gap_ev="6.941 / 2.265" total_charge=+2
Cu -9.4879 22.2331 -8.2236 0.639 0.769 0.673 0.8496
Cu -6.1372 23.7822 -9.7877 -0.085 -0.211 2.548 0.9369
C -5.8400 20.2746 -6.6821 -2.227 -0.805 0.074 -0.6135
F -6.7391 19.8226 -5.7612 0.606 1.121 -0.802 0.1074
F -5.4531 21.4798 -6.3634 0.188 0.222 -0.232 0.1773
F -4.8817 19.4212 -6.7374 0.934 -0.194 -0.326 0.2297
S -6.6500 20.3724 -8.4850 0.278 0.265 1.141 0.7211
O -6.1694 21.5943 -9.0456 -0.493 2.559 -0.052 -0.3029
O -6.1599 19.2716 -9.2328 -0.863 -1.003 0.295 -0.2220
N -8.4160 20.4630 -8.1684 3.300 -0.166 -0.554 -0.2999
S -8.6923 18.8830 -8.1869 -2.958 -3.247 0.518 0.5773
O -8.9252 18.3457 -9.5044 0.049 0.804 0.811 -0.2530
O -7.8981 18.1024 -7.2714 0.501 0.625 -0.399 -0.2800
C -10.3680 18.6935 -7.2940 -0.377 -1.243 -1.009 -0.5839
F -10.4783 19.3176 -6.1305 0.114 -0.230 -0.455 0.1349
F -11.3248 19.1175 -8.1590 0.252 -0.238 0.992 0.0809
F -10.5772 17.3258 -7.0719 0.452 2.379 -0.422 0.0514
C -7.7635 24.2912 -7.8688 2.095 -2.936 -0.246 -0.8850
O -6.6016 24.7190 -7.8968 2.371 2.240 0.105 0.1194
O -8.4126 23.7333 -7.0079 -3.214 -0.539 5.966 0.1029
O -8.1082 23.7506 -8.9282 -1.215 -0.944 -8.463 -0.0191
C -13.8712 20.1916 -11.2168 -0.742 -0.159 -0.971 -0.0210
C -13.0271 20.2482 -12.4826 -1.282 -0.302 1.434 -0.3240
O -11.7709 20.4248 -11.9132 3.043 0.702 1.493 0.1239
C -11.8496 21.0328 -10.6623 -0.138 -1.147 0.901 -0.3994
O -10.9404 21.3262 -9.8532 -1.708 -0.149 -2.748 0.0617
O -13.1496 21.0784 -10.3470 0.448 0.084 0.717 0.0984
F -13.2937 21.3590 -13.1702 -0.382 0.928 -0.849 0.1115
H -13.9342 19.1792 -10.8177 0.439 0.053 0.213 0.1442
H -14.8965 20.5005 -11.4202 0.224 0.567 0.311 0.1528
H -13.1662 19.3800 -13.1267 0.745 0.013 0.140 0.1733
C -5.7972 15.9046 -8.9003 -0.955 0.661 -1.071 -0.0844
C -7.1348 15.5457 -9.4906 -0.985 0.007 1.932 -0.4084
O -7.0724 14.1977 -9.7610 0.483 -2.799 1.219 0.1418
C -6.0048 13.6163 -9.0869 2.252 -2.019 -1.191 -0.3910
O -5.6307 12.4170 -9.0922 -2.327 5.301 0.362 0.1161
O -5.2592 14.6721 -8.5923 0.598 -2.671 0.748 0.0711
F -7.4158 16.1061 -10.6378 -0.078 1.686 -2.500 0.1028
H -5.9218 16.5429 -8.0256 0.457 -0.042 -0.185 0.1142
H -5.2993 16.3561 -9.7584 0.751 0.379 0.442 0.1541
H -7.9559 15.8311 -8.8330 -0.267 -0.538 0.285 0.1448
C -7.6743 22.9050 -3.9061 -0.219 -0.899 0.159 -0.0570
C -6.2690 23.2679 -4.2054 -0.981 2.281 -0.989 -0.3473
O -5.5276 22.1829 -3.9184 2.214 -0.020 -0.966 0.1517
C -6.1859 21.4574 -3.0402 0.669 -4.456 2.081 -0.5515
O -5.7632 20.4180 -2.5412 -1.028 2.854 -1.118 0.1552
O -7.3950 21.9548 -2.8855 -1.712 -0.385 1.443 0.1002
F -6.0059 24.2398 -3.2658 0.828 0.594 -0.220 0.0778
H -8.1965 22.3323 -4.6726 -0.110 0.541 -0.320 0.1299
H -8.1938 23.7869 -3.5316 -0.222 -0.420 -0.038 0.1516
H -6.1348 23.6440 -5.2196 0.591 0.057 0.168 0.1594
C -6.4674 15.8876 -4.2898 -1.834 0.113 1.293 -0.0627
C -6.1811 17.3388 -3.9176 -0.187 -0.456 -1.972 -0.3751
O -4.8935 17.5110 -4.4436 0.228 -0.579 -1.149 0.1373
C -4.6923 16.5276 -5.3747 4.729 1.193 -3.418 -0.4988
O -3.7518 16.5743 -6.1992 -3.461 -0.212 3.045 0.1151
O -5.6130 15.5744 -5.3491 0.324 0.018 0.241 0.1045
F -6.1110 17.5211 -2.6282 -0.344 0.212 1.953 0.1286
H -7.4934 15.7081 -4.6112 0.037 0.075 0.038 0.1323
H -6.2986 15.3653 -3.3481 0.372 -0.741 -0.306 0.1486
H -6.8735 18.0312 -4.3966 0.027 0.289 0.330 0.1485
C -8.5647 11.5330 -6.2728 0.677 -0.041 -1.974 -0.0359
C -8.6474 12.2427 -4.9967 0.330 -2.205 3.062 -0.3886
O -9.2617 13.4766 -5.1136 -1.499 0.170 -1.764 0.1449
C -9.5369 13.6100 -6.4690 0.849 1.655 -1.690 -0.4835
O -9.9434 14.5966 -7.0738 0.128 -1.919 2.347 0.1136
O -9.0869 12.5397 -7.1147 -1.271 0.128 -1.601 0.0997
F -7.4148 12.4594 -4.5613 2.358 0.857 0.779 0.1003
H -8.9860 10.5352 -6.3947 -1.032 0.440 0.223 0.1529
H -7.5468 11.3538 -6.6190 0.335 0.386 0.433 0.1541
H -9.0507 11.5840 -4.2276 -0.918 0.529 0.224 0.1744
C -10.4420 17.3664 -12.0594 -1.750 1.402 2.364 -0.0205
C -10.1340 16.6842 -13.2704 0.098 -1.249 -3.793 -0.3419
O -11.3788 16.2193 -13.7573 0.386 -0.755 -1.187 0.1685
C -12.3826 16.6739 -13.0268 -0.431 -1.704 -0.594 -0.6345
O -13.5112 16.3198 -13.1456 -0.511 0.585 0.027 0.1761
O -11.8997 17.4875 -12.1323 0.412 1.893 2.189 0.0570
F -9.3832 15.5959 -13.0733 0.788 -0.468 0.273 0.1132
H -10.0583 18.3832 -11.9758 0.209 -0.391 0.330 0.1389
H -10.2515 16.6860 -11.2294 0.420 0.508 0.249 0.1507
H -9.7317 17.2605 -14.1034 0.498 0.106 0.238 0.1817
C -2.0749 22.6101 -6.6879 1.367 -0.359 -0.972 -0.0117
C -1.0551 23.6127 -7.2561 -1.693 1.544 1.918 -0.3175
O -1.7010 24.0943 -8.4357 -0.783 0.036 -1.385 0.1746
C -2.9506 23.6096 -8.5516 -0.220 -0.917 0.202 -0.4644
O -3.7488 23.7426 -9.4855 0.721 0.552 1.189 0.0971
O -3.2255 22.8512 -7.4816 -1.212 0.258 -0.434 0.0591
F 0.1354 23.1282 -7.4882 0.949 -1.023 -0.896 0.1452
H -2.2598 22.6698 -5.6153 -0.179 0.147 -0.297 0.1533
H -1.6829 21.6389 -6.9899 -0.159 -0.340 0.443 0.1519
H -0.9124 24.4639 -6.5904 -0.092 0.244 -0.150 0.1759
C -12.4647 22.0118 -3.1049 -1.441 -0.497 -0.700 -0.0517
C -11.3158 22.9413 -2.9340 -2.267 -0.028 2.810 -0.3599
O -10.8287 23.1710 -4.1784 0.256 1.201 -1.941 0.1767
C -11.3412 22.2801 -5.0362 1.640 -3.277 -1.438 -0.4297
O -10.9027 22.0159 -6.1707 -1.390 1.498 2.309 0.0832
O -12.1823 21.4464 -4.3613 0.776 -0.142 -2.489 0.0774
F -10.3868 22.3399 -2.1814 1.146 -0.121 0.402 0.1168
H -13.4252 22.4947 -3.2846 0.007 0.451 0.702 0.1520
H -12.5829 21.2448 -2.3395 0.353 0.104 -0.087 0.1589
H -11.7748 23.7654 -2.3878 1.158 0.955 -0.313 0.1849
C -13.3307 15.8549 -5.4659 -1.148 1.383 0.043 -1.3736
Br -14.6579 14.5962 -6.2976 1.189 0.945 1.236 0.8820
Br -13.6507 15.7578 -3.5202 -0.334 -0.426 -1.326 0.8605
Br -13.7362 17.7408 -6.0745 0.562 -2.078 0.544 0.6907
H -12.3003 15.5232 -5.5936 -0.136 0.121 -0.607 -0.0127